[1]
Below is the molecule C4H7N3, with properties calculated with the ωB97M-V functional and the def2-TZVPD basis.

Last column: Löwdin charge in e.
Cartesian coordinates (Å):
N (-2.6272, -0.3390, -0.6766)  0.05
C (-1.3673, -0.1937, -0.4490)  -0.48
C (-0.2237, -0.9913, -0.1585)  -0.02
C (0.8140, -0.1403, 0.3090)  -0.44
N (2.1698, -0.4787, 0.5381)  0.08
C (0.3602, 1.2222, 0.1190)  -0.07
N (-0.8806, 1.1494, -0.3694)  0.08
H (-2.8681, -1.3243, -0.6220)  0.02
H (0.4297, 0.4156, 1.3813)  0.22
H (-0.2212, -2.0711, -0.1290)  0.10
H (2.8014, 0.1026, 0.0062)  0.09
H (2.3243, -1.4385, 0.2640)  0.09
H (0.8917, 2.1502, 0.2890)  0.14
H (-1.5481, 1.9058, -0.3927)  0.15

Forces on the atoms, in the same order (eV/Å):
0.16 -0.24 0.02
0.00 0.20 -0.03
-0.05 -0.12 0.10
0.15 -0.09 -0.62
-0.01 -0.13 -0.20
-0.01 -0.22 0.55
-0.09 0.10 0.00
-0.05 0.05 -0.12
-0.29 0.57 0.03
0.05 0.12 0.10
0.01 0.04 -0.01
0.04 -0.03 0.13
0.03 -0.24 -0.06
0.05 -0.03 0.11

## Properties
Orbital gap: 7.51 eV
2S+1: 1


[2]
Below is a structure of composition C29H31FN6O6Sc in a non-equilibrium geometry, with properties calculated with the ωB97M-V functional and the def2-TZVPD basis.

Last column: Löwdin charge in e.
Cartesian coordinates (Å):
Sc (-0.3709, 1.5387, 0.2836)  1.18
C (2.9577, 0.4749, 3.0003)  -0.03
C (2.1078, 1.3699, 2.1634)  -0.44
O (0.9114, 1.0369, 1.8313)  -0.12
C (2.6542, 2.6107, 1.8501)  -0.06
C (2.1854, 3.5033, 0.9014)  -0.26
C (2.9450, 4.7861, 0.6224)  -0.05
N (1.0504, 3.2986, 0.1208)  -0.08
N (0.6690, 4.2810, -0.6738)  0.02
C (-0.4027, 3.9333, -1.4526)  -0.47
O (-0.9364, 2.7991, -1.3341)  -0.13
C (-0.7384, 4.8065, -2.5450)  -0.15
C (-0.0008, 6.0008, -2.8791)  -0.01
C (-0.0357, 6.4845, -4.1991)  -0.08
C (-0.9786, 5.9368, -5.0865)  -0.11
C (-1.8371, 4.9774, -4.6326)  -0.13
C (-1.7229, 4.3100, -3.4250)  -0.02
H (3.6056, -0.1386, 2.3872)  0.08
H (3.5786, 1.0931, 3.6233)  0.07
H (2.4092, -0.2467, 3.6742)  0.11
H (3.7141, 2.7027, 2.2378)  0.12
H (2.2219, 5.5622, 0.4081)  0.06
H (3.5758, 5.0545, 1.4697)  0.07
H (3.6591, 4.6489, -0.2074)  0.09
H (0.7909, 6.3379, -2.2022)  0.10
H (0.6506, 7.2417, -4.4188)  0.07
H (-1.0551, 6.2556, -6.1212)  0.10
H (-2.7144, 4.7775, -5.2343)  0.10
H (-2.3981, 3.3910, -3.1575)  0.16
C (-1.8986, -5.7042, 4.3175)  -0.25
C (-1.3102, -6.2247, 5.4773)  -0.22
C (0.0816, -6.0885, 5.3322)  -0.25
C (0.3604, -5.5625, 4.0798)  -0.22
C (-0.9119, -5.3513, 3.4206)  -0.23
H (-2.9364, -5.7313, 4.0627)  0.04
H (-1.8791, -6.5504, 6.3194)  0.04
H (0.7843, -6.4138, 6.1075)  0.05
H (1.3215, -5.2725, 3.7070)  0.03
H (-0.9130, -4.8712, 2.4460)  0.05
F (-1.7332, -2.5991, 3.7930)  0.11
C (-2.9749, -2.1753, 3.4685)  -0.13
C (-3.3342, -0.8756, 3.6344)  0.03
N (-4.2258, -0.2276, 2.8168)  -0.01
C (-3.9144, 1.1413, 2.3202)  0.00
C (-2.5509, 1.2244, 1.5605)  -0.57
O (-2.3148, 0.4701, 0.5629)  -0.05
O (-1.7256, 2.1410, 1.8321)  -0.05
C (-5.2323, -0.9396, 2.1554)  -0.44
O (-6.1613, -0.4962, 1.4608)  0.04
N (-5.1170, -2.3014, 2.3742)  0.20
C (-3.9334, -2.9799, 2.7187)  -0.37
O (-3.7729, -4.1456, 2.4290)  0.11
H (-2.7558, -0.3042, 4.3031)  0.13
H (-3.9349, 1.8837, 3.1650)  0.15
H (-4.6939, 1.3472, 1.6050)  0.12
H (-5.7957, -2.8649, 1.8960)  0.16
N (0.6790, 0.0405, -1.1274)  0.18
C (1.1576, -0.7015, -1.8972)  -0.22
N (1.7382, -1.5427, -2.6828)  -0.06
C (3.2733, -1.4698, -2.6947)  -0.12
C (3.9881, -2.5432, -3.4541)  -0.21
C (3.3844, -2.8691, -4.7935)  -0.20
C (1.9246, -3.3263, -4.5075)  -0.15
C (1.0996, -2.0838, -3.9318)  -0.10
H (3.6571, -1.4953, -1.6426)  0.14
H (3.4956, -0.3834, -2.9748)  0.15
H (3.9999, -3.4805, -2.8583)  0.13
H (5.0424, -2.2742, -3.6134)  0.12
H (3.8706, -3.6593, -5.3101)  0.10
H (3.4315, -2.0083, -5.3901)  0.10
H (1.8259, -4.1285, -3.7657)  0.11
H (1.2731, -3.6439, -5.3725)  0.12
H (0.1116, -2.4860, -3.6683)  0.13
H (1.0239, -1.3005, -4.6855)  0.12

Forces on the atoms, in the same order (eV/Å):
0.68 0.77 -0.07
-0.80 -1.34 1.10
-0.67 1.02 0.08
0.16 -0.44 -0.69
1.93 -1.49 0.63
-2.43 1.24 -2.80
0.43 -0.56 0.43
1.87 -2.27 3.65
-2.22 1.56 -3.20
4.42 1.44 3.08
-1.32 -2.34 0.75
-0.45 0.91 -1.41
0.10 -1.67 -0.67
-1.39 -1.58 1.56
0.98 1.02 0.23
-1.60 -0.74 -0.39
-0.31 -0.33 0.82
0.16 -0.13 -0.32
0.38 0.15 0.28
0.21 0.90 -0.88
-1.44 0.48 -0.57
0.17 0.22 -0.22
-0.18 -0.01 0.19
-0.57 0.08 -0.04
-0.54 -0.11 -0.12
0.75 1.08 -0.75
-0.02 0.23 0.17
0.17 -0.45 -0.38
1.56 2.05 -0.47
-0.69 -0.63 -0.37
0.09 0.59 -0.34
0.24 -0.75 1.37
-1.31 0.24 -0.67
2.69 0.45 -0.04
-0.55 0.08 0.13
-0.06 -0.35 0.58
0.00 0.24 -0.33
0.44 0.00 -0.24
-0.64 -0.14 0.06
-1.94 0.18 0.28
0.24 1.71 -0.26
1.69 -1.85 -0.44
-1.86 1.13 -1.08
0.74 -0.45 1.22
-0.51 0.10 -0.69
-0.09 -0.06 0.64
-0.38 0.10 0.45
-0.86 -0.16 -0.53
1.85 -0.01 1.21
0.46 0.55 0.16
0.80 -1.95 -0.34
-0.56 0.73 -0.09
0.74 1.05 0.36
0.12 -0.71 -0.90
-0.28 0.29 -0.22
-0.13 -0.16 -0.18
0.46 -1.01 -1.12
-1.30 1.52 1.77
2.01 -1.62 -1.46
-0.34 2.52 1.54
0.71 -1.21 -0.10
-1.98 -1.32 1.17
-1.61 1.90 -0.18
0.46 -1.33 0.48
-0.77 -0.15 -0.64
0.05 -1.52 -0.35
-0.02 0.55 -0.12
-0.27 0.23 0.38
0.84 -0.66 -0.29
-0.30 1.25 -1.16
0.51 0.11 -0.14
1.13 0.27 0.48
0.18 0.53 -0.01
-0.04 0.05 -0.01

## Properties
Orbital gap: 3.58 eV
Net charge: -1
2S+1: 1


[3]
Below is a structure of composition C37H43F5InN3O4PSSi2 in a non-equilibrium geometry, with properties calculated with the ωB97M-V functional and the def2-TZVPD basis.

Last column: Löwdin charge in e.
Cartesian coordinates (Å):
In (0.7445, -0.1048, 0.3103)  0.53
C (3.0529, -1.9874, 3.0768)  -0.23
Si (2.7985, -0.3531, 2.0729)  0.55
C (2.9429, 1.1232, 3.3045)  -0.21
C (4.3391, -0.1738, 0.9297)  -0.31
C (5.5929, -0.2780, 1.5331)  -0.12
C (6.7697, -0.1282, 0.8240)  -0.11
C (6.7101, 0.1598, -0.5280)  -0.10
C (5.4758, 0.2611, -1.1366)  -0.13
C (4.2782, 0.0872, -0.4447)  -0.31
Si (2.7087, 0.0716, -1.5834)  0.60
C (2.8864, 1.7012, -2.6091)  -0.21
C (3.2534, -1.3972, -2.7309)  -0.20
H (3.8445, -1.8969, 3.8180)  0.01
H (3.3076, -2.8011, 2.4027)  0.02
H (2.1401, -2.2697, 3.5951)  0.00
H (3.9043, 1.1477, 3.8149)  0.01
H (2.1591, 1.0771, 4.0552)  0.01
H (2.8203, 2.0593, 2.7653)  0.02
H (5.6533, -0.4910, 2.5920)  0.09
H (7.7289, -0.2326, 1.3162)  0.09
H (7.6178, 0.2946, -1.1038)  0.09
H (5.4423, 0.4746, -2.1944)  0.08
H (3.7838, 1.6954, -3.2243)  0.01
H (2.9434, 2.5601, -1.9445)  0.02
H (2.0361, 1.8515, -3.2647)  0.00
H (3.7208, -1.0346, -3.6444)  0.02
H (2.4162, -2.0228, -3.0086)  -0.03
H (3.9722, -2.0330, -2.2186)  0.03
C (-2.5433, 0.2650, 5.0867)  -0.13
C (-2.8574, 1.4241, 4.3943)  -0.11
C (-2.0921, 1.8423, 3.3284)  -0.07
C (-0.9604, 1.1171, 2.9122)  -0.31
C (-0.6950, -0.0872, 3.5871)  -0.08
C (-1.4694, -0.4976, 4.6531)  -0.11
N (-0.1524, 1.5064, 1.8709)  -0.01
C (0.1105, 2.8186, 1.6473)  -0.31
C (0.7391, 3.1968, 0.4486)  -0.06
C (1.0328, 4.5103, 0.1629)  -0.10
C (0.7352, 5.5176, 1.0674)  -0.13
C (0.1745, 5.1659, 2.2846)  -0.11
C (-0.1062, 3.8529, 2.5863)  -0.04
H (-3.1312, -0.0406, 5.9423)  0.08
H (-3.7177, 2.0136, 4.6831)  0.10
H (-2.3801, 2.7356, 2.7922)  0.10
H (0.1509, -0.6819, 3.2634)  0.03
H (-1.2349, -1.4248, 5.1610)  0.10
H (0.9989, 2.4125, -0.2537)  0.05
H (1.5059, 4.7542, -0.7777)  0.10
H (0.9473, 6.5507, 0.8379)  0.08
H (-0.0326, 5.9322, 3.0208)  0.09
H (-0.4913, 3.6085, 3.5647)  0.10
C (-5.0935, -0.8664, 0.2550)  0.00
C (-4.0743, -1.9352, 0.0823)  -0.24
C (-4.3434, -3.1100, -0.5732)  0.00
C (-3.2977, -4.0355, -0.7627)  -0.31
N (-2.0940, -3.8227, -0.2616)  0.10
C (-1.8504, -2.7201, 0.4342)  -0.83
S (-0.3847, -2.5318, 1.2105)  0.70
N (-2.8268, -1.7524, 0.5783)  0.16
C (-3.5169, -5.2850, -1.5495)  -0.01
H (-6.0865, -1.2484, 0.0324)  0.09
H (-4.8805, -0.0427, -0.4247)  0.09
H (-5.0699, -0.4707, 1.2669)  0.09
H (-5.3299, -3.3114, -0.9594)  0.12
H (-2.5522, -0.8658, 0.9953)  0.13
H (-4.5422, -5.3372, -1.9093)  0.08
H (-3.3067, -6.1583, -0.9345)  0.09
H (-2.8337, -5.2994, -2.3967)  0.08
F (-3.2576, 5.4385, -1.3829)  0.08
C (-2.7802, 4.1849, -1.2156)  -0.14
C (-3.3096, 3.3526, -0.2371)  -0.14
F (-4.3270, 3.7745, 0.5420)  0.09
C (-2.8097, 2.0784, -0.0772)  -0.14
F (-3.3234, 1.2782, 0.8879)  0.06
C (-1.7740, 1.5311, -0.8724)  -0.34
O (-1.3477, 0.3444, -0.7107)  -0.20
C (-1.2839, 2.4162, -1.8646)  -0.14
F (-0.2705, 1.9760, -2.6417)  0.08
C (-1.7582, 3.7006, -2.0279)  -0.15
F (-1.2576, 4.4966, -2.9948)  0.10
C (-2.8861, -2.1125, -3.5730)  -0.15
O (-1.7276, -2.8045, -3.1942)  -0.35
P (-0.5971, -2.0450, -2.2021)  0.86
O (0.5475, -3.1492, -2.5367)  -0.36
C (0.7389, -4.3148, -1.7657)  -0.14
O (-0.0953, -0.8809, -3.1980)  -0.38
C (0.2344, -1.1203, -4.5532)  -0.12
H (-3.2523, -2.5672, -4.4987)  0.09
H (-2.6690, -1.0561, -3.7456)  0.08
H (-3.6634, -2.1914, -2.8078)  0.06
H (0.5136, -4.1499, -0.7117)  0.02
H (1.7874, -4.5962, -1.8791)  0.09
H (0.1051, -5.1220, -2.1381)  0.08
H (-0.3313, -0.4317, -5.1863)  0.09
H (0.0000, -2.1471, -4.8354)  0.08
H (1.2986, -0.9388, -4.7044)  0.08

Forces on the atoms, in the same order (eV/Å):
0.52 0.37 0.86
-0.11 0.57 -0.37
-0.04 -0.02 -0.02
-0.15 -0.54 -0.45
-0.47 -0.10 0.47
0.16 -0.05 0.08
0.15 -0.01 0.13
0.11 0.01 -0.08
0.12 0.08 -0.17
-0.60 0.08 -0.18
0.53 0.12 0.02
-0.29 -0.57 0.32
-0.54 0.31 0.28
0.16 0.05 0.11
0.05 -0.12 -0.14
-0.17 -0.01 0.12
0.19 -0.08 0.03
-0.19 -0.03 0.13
-0.03 0.14 -0.11
0.00 -0.03 0.18
0.02 0.01 0.06
0.02 0.01 -0.02
0.03 0.02 -0.23
0.19 -0.11 -0.02
-0.01 0.10 0.15
-0.19 0.00 -0.13
0.11 0.18 -0.11
-0.15 -0.13 -0.13
0.08 0.05 0.16
-0.13 -0.15 0.12
-0.10 0.07 0.08
0.00 -0.02 -0.07
-0.12 -0.19 0.28
0.19 0.15 -0.12
-0.13 -0.13 0.16
0.17 -0.73 -0.89
0.20 0.39 0.11
-0.05 -0.15 0.12
0.12 0.13 -0.10
0.00 0.21 -0.11
0.10 0.12 0.01
-0.07 -0.16 0.09
-0.03 -0.05 0.00
-0.07 0.04 0.05
0.04 0.01 0.00
-0.05 0.07 0.08
0.08 -0.04 0.01
0.03 0.06 -0.23
0.05 0.01 -0.13
0.04 0.10 -0.05
0.00 0.04 0.07
-0.02 0.03 0.01
0.00 0.08 0.03
0.34 -0.02 0.12
0.26 -0.33 0.04
-0.22 0.49 0.25
-0.50 -0.76 -0.35
-0.39 0.64 0.64
0.78 0.53 0.34
-0.36 -0.78 -0.59
-0.06 0.05 0.00
0.01 -0.08 0.01
0.04 0.06 -0.01
-0.02 0.07 0.05
-0.07 0.08 -0.02
0.04 0.09 -0.04
-0.02 -0.06 -0.05
0.05 -0.02 0.05
0.08 0.05 -0.05
0.09 -0.29 0.01
0.02 0.01 0.03
-0.02 0.17 -0.05
0.23 0.02 -0.14
0.38 -0.34 -0.26
-0.14 0.14 -0.09
-0.66 1.65 -0.18
0.79 -1.35 0.52
0.13 -0.38 0.09
-0.30 0.31 0.09
-0.28 0.22 -0.04
-0.05 -0.20 0.27
-0.21 0.18 -0.13
0.35 -0.25 0.20
0.00 -0.37 -0.86
0.07 0.26 -0.21
0.13 -0.30 0.20
-0.14 0.13 0.14
0.07 -0.09 -0.39
-0.02 0.13 0.07
-0.12 0.10 -0.09
-0.04 0.08 -0.08
0.05 0.00 -0.04
-0.05 -0.04 0.04
-0.02 -0.04 -0.02
-0.01 0.00 0.10
0.04 0.02 -0.08
-0.01 -0.01 0.03

## Properties
Orbital gap: 5.38 eV
Net charge: -1
2S+1: 1


[4]
Below is the molecule CHNO in a non-equilibrium geometry, with properties calculated with the ωB97M-V functional and the def2-TZVPD basis.

Last column: Mulliken spin population.
Cartesian coordinates (Å):
C (-0.1440, -0.1388, 0.0112)  -0.10
N (0.0685, 0.8471, -0.6237)  1.12
O (0.7033, 0.4209, 0.8473)  1.00
H (-0.6278, -1.1293, -0.2349)  -0.01

Forces on the atoms, in the same order (eV/Å):
0.41 -3.95 2.34
-2.93 6.83 -10.94
1.95 -3.92 7.39
0.58 1.04 1.22

## Properties
Orbital gap (spin up / spin down): 8.85 / 10.60 eV
2S+1: 3
Expectation value of S²: 2.0242